[1]
Entry from OMol25: a cluster of 2 separate species, C4H12O in total at a distorted geometry (wB97M-V/def2-TZVPD).

Net charge   0
SMILES   CCO.CC
Spin multiplicity   1
Kohn-Sham gap   10.9252 eV
ΔE to the lowest compared entry with this formula, charge and spin   2.326 eV
Electronic energy   -234.747130 a.u.
E_LUMO   0.97 eV

Geometry (Å):
1 C 1.0984 0.8713 -0.3932
2 C 0.2730 2.0609 0.1654
3 O 0.6208 3.1603 -0.6161
4 H 2.0936 1.2062 -0.3646
5 H 0.8149 0.4095 -1.3344
6 H 1.1680 0.1014 0.4440
7 H -0.7595 1.9265 0.0915
8 H 0.5209 2.0804 1.2824
9 H 0.8232 3.2098 -1.5924
10 C -0.1068 -1.6890 0.0893
11 C -1.5265 -2.0786 0.4390
12 H 0.5980 -2.4317 0.4014
13 H 0.0543 -1.4648 -0.9746
14 H 0.1489 -0.9225 0.8273
15 H -1.8918 -1.6460 1.3444
16 H -1.5862 -3.1203 0.3976
17 H -2.3431 -1.6734 -0.2068

[2]
Entry from OMol25: a structure of composition C4H12NO2P at a distorted geometry (wB97M-V/def2-TZVPD).

Net charge   0
Spin multiplicity   1
Kohn-Sham gap   9.0545 eV
ΔE to the lowest compared entry with this formula, charge and spin   1.313 eV
Electronic energy   -706.191349 a.u.
E_LUMO   0.71 eV

Geometry (Å):
1 C 0.5050 -1.2390 1.2602
2 C 1.5708 -0.4029 -0.8602
3 C 0.2909 -0.9048 -0.2110
4 C -0.9016 0.2590 -0.2728
5 N -0.6544 1.5457 0.3185
6 O -2.9075 -1.5061 -0.5288
7 O -3.3886 1.3348 -0.2565
8 P -2.4682 -0.5402 0.4750
9 H 0.8176 -0.3511 1.8116
10 H -0.4241 -1.6055 1.7024
11 H 1.2770 -1.9961 1.3891
12 H 1.8788 0.5519 -0.4301
13 H 2.3775 -1.1129 -0.6880
14 H 1.4423 -0.2795 -1.9338
15 H -0.1105 -1.7649 -0.7455
16 H -1.0717 0.4018 -1.3524
17 H 0.1865 1.9744 -0.0561
18 H -2.6004 1.9051 -0.1634
19 H -0.5501 1.4577 1.3223
20 H -3.5733 1.1910 -1.1934

[3]
Entry from OMol25: a structure of composition C15H31BCrF4O13 at a distorted geometry (wB97M-V/def2-TZVPD).

Net charge   0
Spin multiplicity   9
Kohn-Sham gap (alpha / beta)   6.0936 / 2.6337 eV
ΔE to the lowest compared entry with this formula, charge and spin   2.397 eV
Electronic energy   -3036.809019 a.u.
E_LUMO (alpha / beta)   0.63 / -7.44 eV
Expectation value of S²   20.01

Geometry (Å):
1 Cr -0.2644 -1.0044 0.9687
2 B 1.0691 -4.7300 3.4193
3 F -0.1638 -4.6455 2.7133
4 F 1.8516 -5.8623 3.2988
5 F 1.7483 -3.6934 2.8637
6 F 0.8602 -4.5954 4.7677
7 C 1.1728 3.6218 5.7381
8 C 0.1874 2.4081 5.9432
9 C -0.7564 2.7303 7.1349
10 O -0.4258 1.9183 4.7239
11 H 0.6026 4.5501 5.7736
12 H 1.7091 3.5247 4.7941
13 H 1.9335 3.7161 6.5130
14 H 0.7997 1.5785 6.2968
15 H -1.2964 3.6351 6.8562
16 H -0.2559 2.9031 8.0877
17 H -1.5273 1.9833 7.3243
18 C -2.9247 1.6087 -4.2202
19 O -2.5901 2.9506 -3.9792
20 C -1.7682 3.1448 -2.9081
21 O -1.2195 2.2803 -2.1834
22 O -1.7232 4.4824 -2.7398
23 C -0.9761 5.0283 -1.6709
24 H -3.7938 1.7031 -4.8712
25 H -2.9633 0.8600 -3.4289
26 H -2.0862 1.2585 -4.8223
27 H -0.9314 6.1169 -1.7054
28 H -0.0086 4.5370 -1.5678
29 H -1.4559 4.7331 -0.7378
30 C 1.4799 -2.4821 -5.2301
31 O 0.8238 -3.7144 -4.9264
32 C 0.5348 -4.1657 -3.6669
33 O 0.5568 -3.5232 -2.6343
34 O 0.3097 -5.4478 -3.7781
35 C 0.1571 -6.3348 -2.6892
36 H 1.2172 -1.7110 -4.5059
37 H 1.3860 -2.1357 -6.2593
38 H 2.5508 -2.6586 -5.1291
39 H 0.9365 -6.1159 -1.9593
40 H 0.2327 -7.3844 -2.9735
41 H -0.7424 -6.1596 -2.0989
42 C 6.9236 1.6213 1.0749
43 O 6.5119 2.1258 -0.1955
44 C 5.2588 1.8634 -0.7169
45 O 4.3581 1.2011 -0.1908
46 O 5.1302 2.3909 -2.0599
47 C 5.9860 3.4317 -2.6087
48 H 6.2589 2.0365 1.8324
49 H 7.9833 1.8287 1.2234
50 H 6.9823 0.5404 1.2033
51 H 5.5512 3.8216 -3.5290
52 H 6.9886 3.0838 -2.8571
53 H 5.9396 4.2111 -1.8481
54 C -5.6958 -3.8073 -1.2189
55 O -6.3260 -2.7763 -0.4875
56 C -5.6228 -1.8956 0.1368
57 O -4.4379 -1.8058 0.0120
58 O -6.4328 -1.0260 0.8233
59 C -5.7995 -0.0694 1.6340
60 H -5.2432 -4.5878 -0.6073
61 H -4.9710 -3.4689 -1.9592
62 H -6.5669 -4.1919 -1.7494
63 H -5.0672 0.4695 1.0328
64 H -5.4391 -0.5745 2.5301
65 H -6.5164 0.6684 1.9941

[4]
Entry from OMol25: a structure of composition BrNaPt2 at a distorted geometry (wB97M-V/def2-TZVPD).

Net charge   +4
Spin multiplicity   5
Kohn-Sham gap (alpha / beta)   9.5243 / 4.2685 eV
Electronic energy   -2972.420595 a.u.
E_LUMO (alpha / beta)   -21.75 / -25.43 eV
Expectation value of S²   6.08

Geometry (Å):
1 Na -0.4841 0.3871 -0.4622
2 Pt 1.3759 0.7436 -2.3509
3 Pt -1.5818 -0.6251 1.3997
4 Br 0.6900 -0.5056 1.4134